#1
# H41O21

A cluster of 21 separate species, H41O21 in total (wB97M-V/def2-TZVPD, the OMol25 dataset).

Values from the calculation:
- orbital gap (eV) = 8.53
- highest occupied orbital energy (eV) = -6.877
- multiplicity = 1
- net charge = -1
- LUMO level (eV) = 1.65

```
62
Properties=species:S:1:pos:R:3:nbo_charge:R:1
O -0.7133 -4.4444 -1.5878 -0.9464
H -0.0659 -3.8368 -1.3613 0.4878
H -1.2722 -4.7006 -0.9660 0.4569
O 1.2506 0.1542 -4.2674 -0.9361
H -4.1854 -3.0889 -1.6848 0.4559
H 1.5268 -0.6226 -4.5387 0.4478
O -0.6599 -2.0869 -0.0131 -1.0211
H 0.5372 0.2173 1.9047 0.5078
H -0.8722 -2.8716 0.4209 0.4688
O 0.5599 0.9472 2.7286 -1.0282
H -2.9511 3.9753 -0.0188 0.4692
H 1.4989 1.0854 -1.3881 0.4804
O 2.2505 -3.1136 -2.7953 -0.9514
H 2.0163 -2.3377 -3.2198 0.4716
H 2.4765 -3.0276 -1.8828 0.4797
O 5.0599 1.1203 -0.6536 -0.9515
H 2.3715 -3.4359 0.3062 0.4464
H 4.0909 1.2944 -0.7052 0.4556
O 2.6577 -3.4028 1.2308 -0.9528
H 0.0715 -1.6954 0.4919 0.5160
H 0.6674 0.0333 -3.4242 0.4911
O 0.9323 -1.4099 1.9008 -1.2270
H 1.0723 0.3889 3.3312 0.4657
H 5.0090 0.1769 -0.2097 0.4935
O -5.3262 1.0212 0.0085 -0.9396
H 0.7372 -1.5802 2.7249 0.4404
H -5.3453 0.1103 -0.1842 0.4858
O 2.0772 0.5703 -1.9747 -0.9601
H 1.8972 -3.0285 1.6726 0.4870
H 2.9495 0.9029 -2.0369 0.4756
O -2.1609 -0.2054 3.8763 -0.9271
H 2.0297 4.2446 -0.3375 0.4986
H -2.9089 0.3653 3.9278 0.4603
O 0.1557 3.9752 3.0332 -0.9593
H -0.7986 3.8124 3.3680 0.4879
H 0.6046 3.8994 3.8505 0.4558
O -2.8761 3.2225 0.4921 -0.9305
H -3.6192 3.1944 1.0670 0.4637
H -4.7598 1.5388 -0.3753 0.4513
O -1.7607 2.2161 3.9964 -0.9671
H -1.1408 1.6592 3.4549 0.5273
H -2.4724 2.1180 3.2676 0.4416
O -1.7155 0.1064 -4.0340 -0.9622
H -2.1193 0.0974 -3.1451 0.4681
H -0.8028 0.5895 -3.9901 0.4889
O 1.7831 3.3350 -0.6223 -0.9821
H 1.4350 2.7321 0.0414 0.4845
O -3.9202 1.6825 -2.5670 -0.8982
H -4.0905 0.7631 -2.3295 0.4552
H -4.3499 2.1281 -1.8296 0.4439
O 2.7054 -0.9956 0.4821 -0.9961
H 2.2093 -0.5884 -0.1640 0.4666
H 2.0973 -1.0523 1.1476 0.4805
O 4.4934 -0.0680 2.1784 -0.9830
H 4.0064 -0.7117 1.5620 0.5008
H 3.8164 0.4534 2.4646 0.4521
O -0.3005 0.5601 -1.0418 -0.9792
H -0.0150 1.2632 -0.4543 0.4661
H -0.7474 -0.1649 -0.5379 0.5153
O -3.8627 -3.2820 -0.8541 -0.9339
H -3.1847 -2.5214 -0.8432 0.4778
H -2.4584 -0.9974 4.4953 0.4640
```



#2
# H41O21

A cluster of 21 separate species, H41O21 in total (wB97M-V/def2-TZVPD, the OMol25 dataset).

Values from the calculation:
- orbital gap (eV) = 9.03
- highest occupied orbital energy (eV) = -7.288
- multiplicity = 1
- net charge = -1
- LUMO level (eV) = 1.75

```
62
Properties=species:S:1:pos:R:3:nbo_charge:R:1
O -4.1054 -3.1866 -1.1458 -0.9862
H -3.7840 -2.4521 -0.6305 0.4968
H -3.7663 -3.4012 -2.0060 0.4812
O 4.0656 -1.2277 2.5280 -0.9664
H -2.4892 -0.8774 -0.0621 0.4859
H 3.5270 -0.4648 2.2905 0.4864
O 3.2216 -3.8556 0.5536 -0.9452
H -2.9564 -2.5401 1.1699 0.4606
H 3.5038 -2.9982 0.8894 0.4600
O -3.1815 -2.4731 2.1075 -0.9222
H 1.5975 -2.1606 0.2753 0.5005
H 1.3567 -3.2720 -3.2001 0.4668
O -1.1544 -0.5017 1.8224 -0.9943
H -0.3960 -0.4477 1.2186 0.5216
H -0.8588 -0.3221 2.7155 0.4785
O 1.4699 -0.7581 3.9938 -0.9385
H -0.3871 1.8092 0.9958 0.4829
H 2.2724 -1.3011 4.1143 0.4782
O -0.7930 2.7059 1.0944 -0.9825
H 2.9414 -3.6515 -0.3492 0.4853
H 4.6454 -1.4044 1.7838 0.4818
O -3.4285 0.4520 2.7423 -0.9619
H -2.2874 -2.6783 2.4051 0.4613
H 2.0168 0.0411 4.0598 0.4650
O 0.7195 -0.8010 -2.2966 -1.0397
H -3.5147 0.2385 3.6745 0.4521
H 1.6935 -1.3707 1.6837 0.5017
O 0.4373 2.7214 -1.7805 -0.9981
H -1.2693 2.3288 0.3353 0.4792
H 1.0405 3.1130 -1.1479 0.4979
O 2.7303 2.1608 -0.4533 -0.9565
H -5.3229 -0.0959 -0.7199 0.4677
H 2.8286 1.3448 -0.9538 0.4782
O 5.0174 0.0203 -1.3839 -0.9567
H 4.8355 0.5118 -2.1898 0.4896
H 4.2016 -0.3473 -1.0375 0.4692
O 1.5573 -1.3295 0.7434 -0.9930
H 0.0860 -0.0654 -1.9479 0.5226
H 0.9274 -0.7299 -3.1974 0.4718
O -3.2075 3.4067 0.1105 -0.9759
H -2.5322 4.0762 0.0450 0.4957
H -3.0201 2.5911 0.5616 0.4989
O -0.3247 0.4572 -0.5210 -1.2860
H -3.3897 3.1563 -1.7897 0.4982
H 0.3561 -0.1748 -0.2664 0.4689
O -4.8947 -0.1255 -1.5516 -0.9901
H -3.9296 -0.2685 -1.5316 0.4975
O 1.8119 -3.2083 -2.3551 -0.9974
H 0.0253 1.9698 -1.2366 0.5117
H 1.5192 -2.2872 -2.1388 0.4981
O 1.9034 1.6381 2.2191 -0.9795
H 1.5991 1.7760 -4.1300 0.4547
H 1.7224 2.1967 2.9810 0.4779
O 2.0913 1.6124 -3.3201 -1.0170
H -2.2285 3.2238 -2.8504 0.4701
H 1.3307 1.7135 -2.6304 0.4965
O -3.1599 3.3976 -2.6994 -0.9834
H -2.5369 0.0797 2.5298 0.4832
H 1.2969 2.0310 1.5722 0.5027
O -2.5095 -1.2307 -0.9784 -1.0042
H -1.7584 -0.6083 -1.1682 0.5226
H 2.8376 1.8434 0.4537 0.4756
```



Stability summary: most stable #2, least stable #1.



#1
# C3H3N3

A cluster of 2 separate species, C3H3N3 in total (wB97M-V/def2-TZVPD, the OMol25 dataset).

Values from the calculation:
- orbital gap (eV) = 11.25
- highest occupied orbital energy (eV) = -11.243
- SMILES string = [H]/N=C/C#N.C#N
- multiplicity = 1
- LUMO level (eV) = 0.00

```
9
Properties=species:S:1:pos:R:3:nbo_charge:R:1
C 0.8517 -0.7099 -0.7867 0.2368
C -0.3035 1.8623 -2.0236 0.1016
C 0.1476 -0.8747 0.4973 0.0267
N 1.3092 -0.6289 -1.8398 -0.3048
N -1.2916 1.7089 -1.4824 -0.3413
N 0.6279 -1.5000 1.4422 -0.5269
H -0.8391 -0.1771 0.4240 0.2098
H 0.6570 1.8786 -2.4163 0.2370
H 0.0211 -1.5388 2.2718 0.3610
```



#2
# C3H3N3

The molecule C3H3N3 (wB97M-V/def2-TZVPD, the OMol25 dataset).

Values from the calculation:
- orbital gap (alpha / beta) (eV) = 7.03 / 6.02
- highest occupied orbital energy (alpha / beta) (eV) = -8.863 / -8.530
- multiplicity = 1
- LUMO level (alpha / beta) (eV) = -1.83 / -2.51

```
9
Properties=species:S:1:pos:R:3:nbo_charge:R:1
C 1.4154 0.1190 -0.0428 -0.4092
C 2.0353 1.1416 0.0926 -0.1061
C 0.6017 -1.0881 -0.1068 -0.3272
N -0.7380 -0.6723 -0.2098 -0.0678
N -1.3883 0.3072 -0.0230 0.3295
N -1.4909 1.4701 0.0189 -0.3119
H 0.9484 -1.6580 -0.9039 0.2469
H 0.8506 -1.5991 0.7507 0.2443
H -2.2342 1.9795 0.4240 0.4016
```



Stability summary: most stable #1, least stable #2.



#1
# C3H3N3

A structure of composition C3H3N3 (wB97M-V/def2-TZVPD, the OMol25 dataset).

Values from the calculation:
- orbital gap (eV) = 9.94
- highest occupied orbital energy (eV) = -10.765
- multiplicity = 1
- LUMO level (eV) = -0.83

```
9
Properties=species:S:1:pos:R:3:nbo_charge:R:1
C -0.1685 0.6870 -0.5068 0.4258
C 0.2697 -0.0599 1.3682 0.0807
C 0.4247 -1.1214 0.2175 0.0454
H -0.8788 1.0004 -2.2757 0.3553
H 0.1918 -0.1679 2.3472 0.1904
H 0.8731 -2.1256 0.2285 0.2010
N -0.7815 1.4413 -1.3067 -0.4971
N -0.1207 0.9442 0.8356 -0.3807
N 0.1903 -0.5981 -0.9078 -0.4208
```



#2
# C3H3N3

The molecule C3H3N3 (wB97M-V/def2-TZVPD, the OMol25 dataset).

Values from the calculation:
- orbital gap (eV) = 10.98
- highest occupied orbital energy (eV) = -10.684
- SMILES string = N#CC(N)C#N
- multiplicity = 1
- LUMO level (eV) = 0.30

```
9
Properties=species:S:1:pos:R:3:nbo_charge:R:1
N 0.3746 1.1098 -0.4790 -0.8149
C -0.1889 -0.0182 0.3492 -0.3248
C -1.4210 -0.5689 -0.2315 0.2640
N -2.4072 -0.9322 -0.7124 -0.2553
C 0.7906 -1.0107 0.7847 0.2557
N 1.6428 -1.7007 1.1460 -0.2634
H 1.3743 1.2123 -0.4231 0.3871
H 0.1219 1.0521 -1.4348 0.3785
H -0.2632 0.9315 0.9495 0.3731
```



#3
# C3H3N3

A structure of composition C3H3N3 (wB97M-V/def2-TZVPD, the OMol25 dataset).

Values from the calculation:
- orbital gap (eV) = 10.60
- highest occupied orbital energy (eV) = -10.242
- multiplicity = 1
- LUMO level (eV) = 0.36

```
9
Properties=species:S:1:pos:R:3:nbo_charge:R:1
C 0.0015 0.5935 0.3379 -0.2270
C 1.2581 0.0743 -0.2651 0.0337
N 1.1687 -1.1779 0.0076 -0.2178
N 0.0025 -0.9690 0.8244 -0.0438
N -1.1672 -1.1823 0.0106 -0.2180
C -1.2559 0.0702 -0.2622 0.0348
H -0.0032 1.4869 0.9339 0.2302
H 2.0707 0.5529 -0.8015 0.2042
H -2.0754 0.5515 -0.7856 0.2038
```



Stability summary: most stable #1, least stable #3.



#1
# C3H3N3

The molecule C3H3N3 (wB97M-V/def2-TZVPD, the OMol25 dataset).

Values from the calculation:
- orbital gap (eV) = 9.02
- highest occupied orbital energy (eV) = -9.390
- multiplicity = 1
- LUMO level (eV) = -0.37

```
9
Properties=species:S:1:pos:R:3:nbo_charge:R:1
C -0.7061 -0.5888 -0.0230 -0.2490
C -1.9903 -0.4840 -0.0056 0.1581
C -0.2507 0.9445 -0.0485 -0.2737
N 1.1916 0.7596 -0.0139 -0.1366
N 1.5541 -0.4105 -0.0023 0.0569
N 0.5312 -1.2779 -0.1339 -0.4380
H -0.4202 1.5693 -0.8655 0.2325
H -0.4467 1.6478 0.7100 0.2374
H 0.5369 -2.1600 0.3828 0.4124
```



#2
# C3H3N3

The molecule C3H3N3 (wB97M-V/def2-TZVPD, the OMol25 dataset).

Values from the calculation:
- orbital gap (alpha / beta) (eV) = 7.79 / 7.39
- highest occupied orbital energy (alpha / beta) (eV) = -8.633 / -8.234
- multiplicity = 1
- LUMO level (alpha / beta) (eV) = -0.85 / -0.84

```
9
Properties=species:S:1:pos:R:3:nbo_charge:R:1
C 1.5798 -1.1669 0.0663 0.0847
C -1.2586 -1.3001 -0.1564 0.0259
C -0.7385 -0.0376 -0.2527 0.1718
N 1.4684 -0.0354 -0.4228 -0.2780
N 0.3525 0.7191 -0.3092 -0.3844
N -2.2309 -0.0389 -0.2315 -0.5900
H 2.3208 -1.7544 -0.4664 0.1799
H 0.4282 1.6686 -0.3150 0.4130
H -2.6707 0.4843 0.6026 0.3771
```



Stability summary: most stable #1, least stable #2.



#1
# C4H5FO

The molecule C4H5FO (wB97M-V/def2-TZVPD, the OMol25 dataset).

Values from the calculation:
- orbital gap (eV) = 10.17
- highest occupied orbital energy (eV) = -9.903
- SMILES string = C/C(C=O)=C/F
- multiplicity = 1
- LUMO level (eV) = 0.26

```
11
Properties=species:S:1:pos:R:3:nbo_charge:R:1
C 1.5184 -0.3375 -0.9748 -0.6456
C 0.2310 -0.3324 -0.1818 -0.2146
C -0.7877 -1.1629 -0.3396 0.2933
C 0.1055 0.9173 0.6808 0.4052
H 2.3862 -0.3389 -0.2028 0.2270
H 1.7595 0.5977 -1.5810 0.2440
H 1.6332 -1.1383 -1.6991 0.2192
H -0.7190 -2.1174 -0.8046 0.1754
H -0.7053 0.9646 1.3134 0.1206
O 0.8129 1.9117 0.7179 -0.5140
F -1.9179 -0.8631 0.2360 -0.3105
```



#2
# C4H5FO

The molecule C4H5FO (wB97M-V/def2-TZVPD, the OMol25 dataset).

Values from the calculation:
- orbital gap (eV) = 10.30
- highest occupied orbital energy (eV) = -10.230
- SMILES string = C=C(C=O)CF
- multiplicity = 1
- LUMO level (eV) = 0.07

```
11
Properties=species:S:1:pos:R:3:nbo_charge:R:1
C 1.1018 0.1725 0.4518 0.0232
C -0.0366 -0.6728 0.0033 -0.1512
C 0.1874 -1.8851 -0.4851 -0.2955
C -1.3976 -0.0502 0.0268 0.3828
H 0.8467 0.5948 1.4598 0.1950
H 2.0028 -0.4892 0.3613 0.1690
H 1.1593 -2.3167 -0.5488 0.2049
H -0.6756 -2.4545 -0.7625 0.1972
H -2.2725 -0.5173 -0.3890 0.1377
O -1.4469 1.0952 0.4645 -0.5048
F 1.2649 1.2261 -0.4241 -0.3582
```



Stability summary: most stable #2, least stable #1.



#1
# C9H11N4

A structure of composition C9H11N4 (wB97M-V/def2-TZVPD, the OMol25 dataset).

Values from the calculation:
- orbital gap (eV) = 8.32
- highest occupied orbital energy (eV) = -12.966
- multiplicity = 1
- net charge = +1
- LUMO level (eV) = -4.64

```
24
Properties=species:S:1:pos:R:3:nbo_charge:R:1
C 0.9374 -0.1767 1.8919 -0.1485
C 0.3674 1.1138 1.5582 0.1953
C -0.6110 2.1272 -0.5452 -0.1870
C 0.0851 2.2577 -1.6964 0.0588
C 1.2197 0.3635 -1.0398 0.5000
C 0.2708 -1.0422 0.8188 0.0595
C -0.4211 -0.1796 -0.1017 0.0865
C -0.0693 -2.4874 1.1384 -0.6194
C -1.6577 -0.7694 -0.8494 -0.6498
N 2.1405 0.0026 -0.2967 -0.2362
N 1.8043 -0.7862 0.7610 -0.1517
N -0.2689 1.1513 0.4082 -0.2747
N 1.0840 1.3373 -1.9509 -0.6407
H 1.1958 -0.5454 2.8993 0.2799
H 0.4694 2.0158 2.1643 0.2519
H -1.4984 2.7407 -0.3473 0.2644
H -0.0287 3.0013 -2.5636 0.2747
H -0.9579 -2.5350 1.8092 0.2304
H 0.7247 -2.8552 1.7511 0.2483
H -0.2749 -3.1019 0.2767 0.2420
H -1.9532 -1.6601 -0.3792 0.2423
H -1.7121 -1.0229 -1.9557 0.2609
H -2.4757 -0.1057 -0.8635 0.2424
H 1.6298 1.1564 -2.8878 0.4706
```



#2
# C9H11N4

A structure of composition C9H11N4 (wB97M-V/def2-TZVPD, the OMol25 dataset).

Values from the calculation:
- orbital gap (eV) = 7.89
- highest occupied orbital energy (eV) = -12.979
- multiplicity = 1
- net charge = +1
- LUMO level (eV) = -5.09

```
24
Properties=species:S:1:pos:R:3:nbo_charge:R:1
C -2.2489 -1.3119 0.5077 -0.2004
C -1.8176 -0.6356 -0.5443 -0.1305
C -1.3517 -1.8619 1.4468 -0.0775
C -0.5160 -0.4497 -0.9681 -0.3340
C -0.0317 -1.8335 1.1226 -0.2627
C 0.4737 -1.2261 -0.1350 0.3340
C 1.5520 1.0791 -1.1191 -0.0205
C 0.3364 0.7495 -0.5239 0.0769
C -0.2579 1.8123 0.3276 -0.2737
N 2.3887 0.2104 -1.7108 -0.1668
N 1.7516 -1.5242 -0.4546 -0.3554
N 2.5994 -1.0131 -1.3957 0.0692
N 0.5888 2.9683 0.6730 -0.8420
H -3.2217 -1.5251 0.6363 0.2339
H -2.6128 -0.2433 -1.2547 0.2502
H -1.7702 -2.5190 2.1846 0.2514
H -0.2689 -0.6783 -2.0943 0.2893
H 0.6608 -2.3509 1.7111 0.2289
H 2.0461 2.0659 -0.9383 0.2632
H -0.4786 1.4148 1.4067 0.2417
H -1.0819 2.1978 -0.1839 0.2145
H 2.1312 -2.3739 0.1705 0.4510
H 1.0894 3.3740 -0.0914 0.3618
H 0.0397 3.6745 1.2274 0.3977
```



Stability summary: most stable #2, least stable #1.